[1]
{"formula": "C6H18O6", "method": "the ωB97M-V functional and the def2-TZVPD basis", "elements": ["C", "C", "O", "O", "H", "H", "H", "H", "H", "H", "C", "C", "O", "O", "H", "H", "H", "H", "H", "H", "C", "C", "O", "O", "H", "H", "H", "H", "H", "H"], "xyz": [[-0.041655, 0.428990, -1.770583], [-1.457055, -0.188844, -1.914818], [-1.629722, -1.182705, -0.913646], [1.066541, -0.435641, -2.145074], [0.130185, 0.741672, -0.740630], [0.060245, 1.359567, -2.328897], [-1.588053, -0.756989, -2.835761], [-2.273826, 0.532514, -1.890021], [-2.490094, -1.602955, -0.844799], [1.789887, -0.130040, -1.592822], [-0.467136, 1.713310, 0.942970], [0.861437, 1.177490, 0.517608], [1.335134, 1.867753, -0.650272], [-0.271853, 3.000381, 1.541991], [-0.958751, 0.971525, 1.572378], [-1.049351, 2.003485, 0.068361], [0.864080, 0.152794, 0.145988], [1.570295, 1.188541, 1.345545], [1.356356, 2.814455, -0.492482], [0.493298, 3.499312, 1.246650], [0.514492, -2.202911, 0.640293], [0.419107, -1.557683, 2.056761], [-0.750053, -0.785072, 2.117860], [0.954462, -1.460996, -0.414233], [-0.502851, -2.546873, 0.453746], [1.070484, -3.128374, 0.790329], [1.318162, -0.955825, 2.189319], [0.371176, -2.323442, 2.830985], [-1.050385, -0.597773, 1.225487], [0.355443, -1.595665, -1.152232]], "atomic_forces_ev_per_a": [[-1.371, -0.291, -1.465], [0.461, -0.900, -1.119], [0.384, -0.087, 1.463], [-1.178, 2.679, -3.724], [-2.527, -1.605, -3.138], [-0.653, -0.250, -0.435], [0.275, 0.431, -0.626], [0.338, 0.470, 0.225], [-0.192, 0.337, -0.523], [0.190, -0.088, -0.250], [0.494, 1.709, -0.675], [1.606, 0.348, 1.131], [2.273, 1.974, 1.414], [-0.725, 0.173, 1.563], [0.013, 1.467, 0.393], [-0.355, -0.880, -0.284], [0.251, 0.118, 1.563], [0.165, 0.460, 0.134], [0.212, 0.136, 0.047], [0.090, -0.464, -0.222], [-0.985, -2.442, 2.777], [0.444, -0.170, -1.938], [-0.512, -0.036, 0.913], [0.459, -2.074, 2.921], [-0.105, -0.124, -0.047], [0.572, -0.143, -0.233], [0.094, 0.212, 0.412], [0.051, -0.062, -0.132], [-0.098, -0.600, -0.298], [0.329, -0.296, 0.153]], "mulliken_charge": [0.831, -0.649, -0.472, -0.654, -0.955, 0.429, 0.369, 0.428, 0.247, 0.458, -0.158, -0.329, -0.502, -0.566, 0.476, 0.223, -0.044, 0.419, 0.388, 0.312, -0.634, -0.313, -0.681, -0.558, 0.228, 0.438, 0.191, 0.423, 0.271, 0.384], "gap_ev": 9.9, "relative_energy_kj_mol": 646.9, "e_homo_ha": -0.3461, "spin_multiplicity": 1, "smiles": "OCCO.OCCO.OCCO", "e_lumo_ev": 0.5, "mol_weight_g_mol": 186.20, "total_energy_ev": -18792.430}



[2]
{"formula": "C4H13NO2", "method": "the ωB97M-V functional and the def2-TZVPD basis", "elements": ["C", "C", "C", "C", "N", "H", "H", "H", "H", "H", "H", "H", "H", "H", "H", "H", "O", "H", "H", "O"], "xyz": [[-1.626264, 0.929475, -1.289188], [-0.633601, -0.126577, -0.893149], [-0.014467, -0.993361, -1.868129], [1.015983, 0.850448, 0.829294], [-0.099480, -0.159029, 0.499840], [-1.615888, 1.027596, -2.352489], [-2.730333, 0.799520, -0.946684], [-1.341065, 1.927833, -0.961517], [-0.338153, -0.918799, -2.857746], [0.888666, -1.736526, -1.771998], [0.455415, 1.721869, 1.301190], [1.809368, 0.509105, 1.505310], [1.393965, 1.307915, -0.025887], [0.073348, -1.215099, 0.684889], [3.473908, -1.063070, 0.579644], [2.569308, -1.408091, -0.587267], [2.904485, -1.750577, 0.240126], [-2.031009, 0.052974, 3.403911], [-1.610079, 0.053336, 2.009407], [-2.544107, 0.191058, 2.500444]], "atomic_forces_ev_per_a": [[-0.919, 0.059, 0.554], [1.665, -0.825, 1.298], [0.586, -0.423, 2.988], [-3.012, 1.117, 2.451], [1.005, -2.380, -3.791], [-0.238, -0.237, -0.811], [2.015, -0.281, -0.268], [0.177, -0.013, 0.551], [-0.547, 0.422, -1.456], [-2.114, 1.506, 0.520], [0.843, -1.067, -0.051], [-0.715, -0.444, -0.270], [0.761, 0.089, -1.815], [0.424, 2.405, 0.093], [0.451, 0.177, 0.122], [0.250, 0.105, -0.314], [-0.588, -0.244, 0.172], [-2.398, 0.512, -1.873], [-3.346, 0.563, 0.659], [5.699, -1.043, 1.240]], "lowdin_spin": [0.014, 0.092, 0.385, 0.036, 0.393, -0.001, 0.008, 0.001, 0.022, 0.011, 0.006, 0.003, 0.006, 0.002, 0.000, 0.000, 0.001, 0.000, 0.002, 0.019], "gap_ev": [10.0, 6.2], "relative_energy_kj_mol": 331.2, "e_homo_ha": [-0.5377, -0.5369], "total_charge": 1, "spin_multiplicity": 2, "e_lumo_ev": [-4.7, -8.4], "mol_weight_g_mol": 107.15, "total_energy_ev": -9932.723}